Molecular formula: C5H8N2O2
Method: DFT, the ωB97M-V functional and the def2-TZVPD basis

Geometry as XYZ:
```
17
Properties=species:S:1:pos:R:3:nbo_charge:R:1
O 2.21 0.63 -0.78 -0.535
C 0.96 0.61 -0.54 0.646
N 0.15 1.37 0.45 -0.680
C -0.75 0.34 0.98 -0.116
C 0.08 -0.87 1.44 -0.280
N 0.63 -1.64 0.25 -0.613
C 0.18 -0.75 -0.69 -0.155
C -1.33 -0.25 -0.29 0.076
O -1.81 0.67 -1.06 -0.706
H 0.63 1.99 1.15 0.414
H -1.48 0.69 1.85 0.234
H 0.80 -0.75 2.44 0.219
H -0.61 -1.72 1.91 0.202
H 0.34 -2.55 0.14 0.378
H 0.24 -1.18 -1.82 0.227
H -2.13 -0.90 0.11 0.194
H -1.23 1.40 -1.33 0.495
```

Computed properties:
LUMO energy	0.632	eV
orbital gap	9.255	eV
SMILES string	O=C1N[C@@H]2CN[C@H]1[C@@H]2O
HOMO level	-8.62	eV
ΔE to the lowest compared entry with this formula, charge and spin	104.1	kcal per mole